Entry P
The following is a quantum chemistry calculation of an isolated ion of composition C4H7BrNS and charge +1, from OMol25.

Results
HOMO-LUMO gap (eV): 8.44
HOMO (eV): -12.5
SMILES: C[N@H+]1CSC=C1Br
Net charge: +1
LUMO (eV): -4.0

Last column: natural (NBO) charge in e.
Positions of all 14 atoms, in Å:
1 C -0.79092 -0.50717 1.25925  -0.469
2 N -0.07744 -0.61711 -0.02520  -0.416
3 C -0.88265 -0.11575 -1.23140  -0.288
4 S -0.06322 1.67353 -1.65945  0.422
5 C 1.24908 1.50398 -0.68887  -0.394
6 C 1.21085 0.19707 0.10290  -0.097
7 Br 2.53068 -0.39085 1.31596  0.198
8 H -0.02936 -0.69531 2.10863  0.260
9 H -1.31941 0.44690 1.33176  0.242
10 H -1.64611 -1.17322 1.50938  0.257
11 H 0.15474 -1.60669 -0.07815  0.453
12 H -0.55356 -0.72248 -2.13225  0.259
13 H -1.94085 -0.14848 -1.05489  0.256
14 H 2.15817 2.15558 -0.75768  0.315

Entry Q
The following is a quantum chemistry calculation of an isolated ion of composition C4H7BrNS and charge +1, from OMol25.

Results
HOMO-LUMO gap (eV): 6.37
HOMO (eV): -12.8
Net charge: +1
LUMO (eV): -6.4

Last column: natural (NBO) charge in e.
Positions of all 14 atoms, in Å:
1 C 2.28211 0.39234 0.49216  -0.489
2 C 2.14196 1.55916 0.01612  0.107
3 C -0.57844 -0.37647 0.96722  -0.201
4 C -1.63485 -0.86986 -1.11269  -0.412
5 N -1.09785 0.04152 -0.22138  -0.576
6 S 1.38248 -1.01779 0.82620  0.249
7 Br 2.14196 3.32150 0.02690  0.474
8 H 3.28390 0.14700 0.38260  0.354
9 H -0.42641 0.49555 1.63698  0.224
10 H -1.22589 -1.25520 1.40540  0.258
11 H -2.69160 -0.64746 -1.40520  0.220
12 H -1.05391 -0.98628 -2.06775  0.209
13 H -1.60622 -1.75437 -0.48538  0.203
14 H -0.91724 0.95034 -0.46119  0.381

Of them, the most stable is entry P and the least stable is entry Q.